Entry 1:
Here is C29H34N5O2PbS as an isolated structure at a distorted geometry from the OMol25 dataset. Energies are from ωB97M-V/def2-TZVPD.

```
72
Properties=species:S:1:pos:R:3:forces:R:3
Pb 15.295 12.222 5.387 -0.3 1.1 -0.4
O 18.843 12.628 7.744 -1.9 -0.4 -0.6
C 17.679 12.606 7.300 2.5 0.9 -2.3
O 17.410 12.753 6.009 -0.2 -0.9 1.7
C 16.545 12.506 8.246 -1.3 -0.1 1.5
C 16.945 12.491 9.621 -0.1 -0.2 0.3
C 15.979 12.331 10.575 -0.3 0.3 -0.9
C 14.623 12.354 10.195 -0.5 -0.4 -0.8
C 13.612 12.261 11.184 -0.3 0.1 -0.4
C 12.287 12.420 10.851 -0.3 -0.1 1.4
C 11.937 12.667 9.521 0.0 -0.2 -1.0
C 12.903 12.648 8.525 -1.0 -0.2 -1.6
C 14.261 12.450 8.784 1.3 0.3 1.9
N 15.265 12.458 7.828 1.0 0.2 1.1
H 18.005 12.589 9.917 -0.8 -0.1 -0.6
H 16.171 12.254 11.623 0.4 0.0 0.5
H 13.871 12.070 12.221 0.2 0.1 -0.1
H 11.545 12.349 11.691 0.6 0.2 -1.2
H 10.896 12.804 9.195 0.5 0.0 0.4
H 12.574 12.746 7.460 0.3 0.0 0.9
S 11.658 11.951 4.073 0.2 -0.3 -0.1
C 10.158 11.972 4.817 -0.9 0.3 0.7
N 9.388 10.862 4.993 0.8 0.7 -0.2
C 8.152 10.828 5.759 -0.3 0.0 0.3
C 8.009 12.109 6.614 -1.3 -0.3 0.2
C 8.340 13.366 5.835 0.1 -0.5 -0.9
N 9.681 13.148 5.312 0.8 -0.1 -0.6
H 9.802 10.039 4.582 -0.2 -0.1 0.1
H 8.119 9.966 6.434 0.4 0.1 0.0
H 7.285 10.636 5.098 0.3 0.6 0.1
H 8.661 12.106 7.493 -0.1 -0.4 -0.1
H 6.952 12.117 6.965 0.7 0.2 -0.1
H 8.415 14.256 6.462 -0.5 -0.1 -0.1
H 7.614 13.501 4.993 0.4 0.2 0.7
H 10.311 13.920 5.102 -0.5 -0.2 0.1
C 17.852 16.447 5.425 -0.3 -0.2 0.3
C 16.406 16.768 5.281 -0.4 -0.9 0.5
C 15.754 18.050 5.181 -0.3 1.0 -0.5
C 14.410 17.806 5.031 1.2 -0.7 0.2
C 14.313 16.363 5.125 -0.5 -0.6 0.4
C 13.061 15.563 5.166 0.4 -0.8 -1.1
N 15.482 15.749 5.292 0.8 1.0 -0.2
H 18.416 16.752 4.543 0.1 0.2 0.1
H 17.933 15.358 5.513 0.1 0.2 0.1
H 18.265 16.929 6.333 0.0 -0.2 -0.5
H 16.249 19.031 5.148 -0.2 -0.6 0.1
H 13.580 18.459 4.857 -0.1 0.4 0.1
H 12.267 16.158 4.738 -0.5 0.0 0.1
H 12.837 15.253 6.190 -0.1 0.1 0.0
H 13.180 14.631 4.539 -0.2 0.9 0.7
C 20.219 8.617 5.957 0.0 -1.4 0.5
N 18.775 8.641 6.228 1.1 1.0 0.7
C 18.389 8.236 7.579 -1.0 0.6 0.3
C 17.927 9.472 5.397 -0.5 -1.0 -1.0
C 16.480 9.036 5.544 -1.2 -0.2 -1.1
C 16.143 7.675 5.400 0.1 0.5 1.2
C 14.842 7.229 5.641 0.5 -0.1 -1.1
C 13.818 8.133 5.795 -0.8 0.4 0.9
C 14.139 9.486 5.913 0.1 -0.9 -0.6
C 15.418 9.953 5.652 1.2 0.1 1.3
H 20.584 7.628 6.340 -0.1 1.0 -0.2
H 20.755 9.446 6.457 -0.5 -0.3 0.1
H 20.434 8.655 4.902 -0.2 0.2 -0.4
H 19.301 7.960 8.120 -0.4 0.2 0.0
H 17.678 7.383 7.556 0.5 0.4 -0.1
H 17.807 9.090 8.078 0.9 -1.0 -0.7
H 18.269 9.298 4.340 -0.1 0.3 0.8
H 18.103 10.542 5.636 0.0 -0.2 0.1
H 16.913 6.944 5.223 0.3 -0.3 -0.1
H 14.633 6.176 5.592 0.0 -0.3 -0.1
H 12.758 7.817 5.872 0.9 0.1 0.1
H 13.366 10.166 6.207 -0.6 0.5 -0.3
```
Positions in Å, forces in eV/Å.

## Properties
Charge: +1
DFT total energy in Eh: -2140.46917
Relative energy (zero: lowest compared OMol25 entry of this formula, charge and spin) in kcal per mole: 0.0

---

Entry 2:
Here is C4H13N3O in the gas phase at a distorted geometry from the OMol25 dataset. Energies are from ωB97M-V/def2-TZVPD.

```
21
Properties=species:S:1:pos:R:3:forces:R:3
N -2.976 -1.505 1.690 0.6 -0.8 -0.6
C -1.522 -1.377 1.523 -0.8 -0.1 0.0
N -1.121 -1.197 0.114 0.0 0.0 0.8
C 0.186 -0.544 -0.062 -0.3 0.8 0.1
C 0.011 0.689 -0.976 -0.5 -0.8 -0.3
N 0.905 1.786 -0.677 1.0 0.7 0.2
C 2.286 1.518 -0.464 2.1 -0.2 -0.2
O 2.779 0.893 -1.649 -1.4 -0.4 -1.7
H -3.578 -0.711 1.518 0.4 0.3 -0.3
H -3.137 -2.220 0.981 -1.0 0.1 0.3
H -1.254 -2.414 1.820 0.9 1.0 0.4
H -1.134 -0.529 2.125 0.0 -0.8 0.1
H -1.889 -0.719 -0.341 0.3 0.3 -0.1
H 0.867 -1.324 -0.403 0.3 0.4 -0.3
H 0.640 -0.095 0.869 -0.8 -0.8 -0.4
H -0.973 1.098 -0.747 -0.2 -0.1 0.1
H -0.036 0.443 -2.055 0.4 -0.2 0.4
H 0.872 2.402 -1.479 0.0 0.3 0.2
H 2.552 0.900 0.417 -0.7 0.2 -0.3
H 2.911 2.434 -0.387 -1.0 0.0 0.4
H 3.612 0.472 -1.817 0.7 0.0 1.1
```
Positions in Å, forces in eV/Å.

## Properties
Charge: 0
DFT total energy in Eh: -399.64478
Relative energy (zero: lowest compared OMol25 entry of this formula, charge and spin) in kcal per mole: 64.3
SMILES: NCNCCNCO

---

Entry 3:
Here is C6H12O in the gas phase from the OMol25 dataset. Energies are from ωB97M-V/def2-TZVPD.

```
19
Properties=species:S:1:pos:R:3:forces:R:3
C -0.258 -1.208 1.547 0.1 0.2 0.1
C -0.472 -0.019 0.638 -0.2 -0.2 0.0
C -1.934 0.244 0.293 0.0 -0.1 -0.1
O 0.144 1.270 0.737 -0.1 0.2 0.1
C 0.566 0.396 -0.328 0.0 0.0 -0.2
C 2.069 0.272 -0.150 -0.1 -0.2 -0.1
C 0.110 0.456 -1.791 0.1 0.1 0.0
H -0.847 -1.163 2.470 0.1 0.1 -0.1
H 0.795 -1.383 1.782 -0.2 0.1 0.0
H -0.616 -2.071 0.961 0.1 0.2 0.3
H -2.416 -0.521 -0.323 0.1 -0.1 0.1
H -1.998 1.208 -0.219 0.0 -0.2 0.0
H -2.501 0.344 1.228 0.1 -0.1 -0.2
H 2.540 -0.449 -0.822 -0.1 -0.1 0.1
H 2.454 1.271 -0.410 0.0 -0.3 0.0
H 2.348 0.087 0.893 -0.1 -0.1 -0.3
H -0.165 1.443 -2.172 0.0 -0.1 0.2
H -0.735 -0.234 -1.916 0.1 0.4 -0.1
H 0.916 0.056 -2.417 -0.1 0.2 0.1
```
Positions in Å, forces in eV/Å.

## Properties
Charge: 0
DFT total energy in Eh: -311.00379
Relative energy (zero: lowest compared OMol25 entry of this formula, charge and spin) in kcal per mole: 34.8
SMILES: CC1(C)OC1(C)C

---

Entry 4:
Here is C22H29N3O4S in the gas phase from the OMol25 dataset. Energies are from ωB97M-V/def2-TZVPD.

```
59
Properties=species:S:1:pos:R:3:forces:R:3
C -0.493 3.351 5.015 0.1 -0.2 -0.3
C -0.577 2.113 4.137 -0.6 0.0 0.2
N 0.698 1.843 3.501 0.3 -0.5 -0.5
S 0.718 0.504 2.487 -0.1 0.5 0.6
O -0.164 -0.514 2.990 -0.2 0.3 -0.2
O 2.102 0.180 2.300 0.2 0.2 -0.2
C 0.040 1.247 1.020 0.1 -0.3 0.4
C -1.306 1.128 0.737 -0.2 -0.1 0.0
C -1.833 1.820 -0.342 0.1 0.1 0.1
C -1.021 2.627 -1.135 -0.1 0.1 0.1
C -1.587 3.356 -2.321 0.0 -0.1 -0.2
C -1.762 2.396 -3.513 0.2 0.2 0.1
C -0.396 1.820 -3.863 -0.4 -0.1 -0.3
O 0.570 2.555 -3.958 0.2 0.4 0.1
N -0.283 0.484 -4.074 0.2 -0.2 -0.2
C -1.300 -0.521 -3.876 -0.4 -0.1 0.4
C -1.196 -1.071 -2.453 -0.2 0.0 -0.3
N 0.132 -1.624 -2.239 0.1 0.0 -0.2
C 0.244 -2.329 -1.016 0.1 -0.1 0.2
C -0.544 -3.466 -0.826 0.0 0.0 0.1
C -0.522 -4.152 0.368 0.0 0.0 0.2
C 0.301 -3.731 1.413 0.1 0.1 -0.2
O 0.216 -4.435 2.578 -0.1 -0.1 -0.3
C 0.831 -3.875 3.716 0.1 0.1 0.2
C 1.141 -2.647 1.204 0.0 -0.4 0.3
C 1.103 -1.952 0.008 -0.1 0.0 -0.3
C 1.174 -0.651 -2.513 0.1 0.0 -0.3
C 1.032 -0.114 -3.941 0.5 0.1 0.2
C 0.337 2.715 -0.840 0.0 -0.1 0.1
C 0.868 2.031 0.240 0.1 0.1 -0.1
H 0.207 3.191 5.833 0.1 0.0 0.1
H -0.153 4.201 4.429 0.0 0.1 0.0
H -1.470 3.577 5.433 -0.1 0.0 0.1
H -0.915 1.246 4.721 0.0 0.2 -0.1
H -1.294 2.272 3.327 -0.1 0.0 0.1
H 1.463 1.787 4.158 0.3 -0.2 0.0
H -1.915 0.488 1.357 -0.1 -0.1 0.0
H -2.888 1.742 -0.563 -0.1 0.0 0.0
H -0.905 4.152 -2.619 -0.1 0.0 0.0
H -2.556 3.791 -2.070 0.0 0.0 0.0
H -2.131 2.958 -4.373 0.0 -0.1 0.0
H -2.488 1.631 -3.252 0.0 0.0 0.0
H -2.297 -0.133 -4.077 0.1 0.0 0.0
H -1.103 -1.329 -4.588 -0.1 0.1 0.0
H -1.938 -1.855 -2.301 0.0 0.1 0.0
H -1.402 -0.254 -1.738 0.0 -0.1 -0.1
H -1.183 -3.812 -1.624 0.0 0.0 -0.1
H -1.145 -5.020 0.518 -0.1 -0.1 0.0
H 0.531 -2.831 3.850 0.0 -0.1 0.0
H 0.489 -4.471 4.561 0.1 0.1 0.0
H 1.923 -3.935 3.651 0.0 0.0 0.0
H 1.815 -2.299 1.968 0.0 0.0 0.1
H 1.753 -1.098 -0.089 0.1 0.1 -0.1
H 2.140 -1.146 -2.402 0.0 0.1 0.0
H 1.129 0.210 -1.824 0.1 -0.1 0.0
H 1.782 0.653 -4.132 -0.1 -0.1 0.0
H 1.133 -0.922 -4.669 0.0 0.0 0.0
H 0.975 3.315 -1.471 0.1 0.0 -0.1
H 1.915 2.088 0.491 0.2 0.1 0.0
```
Positions in Å, forces in eV/Å.

## Properties
Charge: 0
DFT total energy in Eh: -1719.14349
Relative energy (zero: lowest compared OMol25 entry of this formula, charge and spin) in kcal per mole: 38.8
SMILES: CCNS(=O)(=O)c1ccc(CCC(=O)N2CCN(c3ccc(OC)cc3)CC2)cc1

---

Entry 5:
Here is C9H14FeN2PS as an isolated structure at a distorted geometry from the OMol25 dataset. Energies are from ωB97M-V/def2-TZVPD.

```
28
Properties=species:S:1:pos:R:3:forces:R:3
C -0.968 -0.099 -2.831 0.6 1.0 -1.8
C -1.721 1.051 -3.311 2.2 -0.6 1.8
C -0.892 2.231 -3.379 1.3 -3.3 -0.3
C 0.441 1.749 -3.229 -1.2 -1.1 1.2
C 0.464 0.326 -2.834 -1.6 0.7 -0.4
Fe 0.810 -1.101 -0.504 1.5 2.9 -0.7
P -0.207 -3.001 -0.941 -0.8 -3.1 -0.7
H -1.248 -1.194 -2.842 0.0 1.6 -0.1
H -2.720 1.113 -3.596 -1.8 -0.3 0.0
H -1.209 3.219 -3.684 0.1 -0.1 0.1
H 1.292 -0.388 -3.026 -0.4 0.6 0.1
H 1.277 2.383 -3.326 1.1 0.4 0.0
H 0.626 -4.057 -1.510 -0.5 1.0 0.1
H -1.375 -3.303 -1.688 -0.2 -0.1 -0.3
H -0.564 -3.847 0.142 0.1 0.4 0.1
C 0.059 -1.351 2.202 -0.2 0.5 0.6
N 0.390 -0.008 2.668 0.2 0.7 -0.3
C 0.434 0.334 4.006 0.0 0.4 0.3
C 0.708 1.656 4.097 -0.2 -0.9 -0.2
N 0.835 2.131 2.810 -0.2 -1.3 -0.6
C 0.663 1.097 1.907 0.1 0.1 1.7
S 0.843 1.197 0.265 -0.4 0.0 -1.1
H -0.891 -1.365 1.660 0.0 0.1 0.2
H 0.858 -1.758 1.565 0.2 -0.1 0.3
H -0.022 -1.939 3.122 0.0 -0.2 -0.5
H 0.275 -0.415 4.764 0.0 0.2 0.0
H 0.828 2.259 4.961 0.0 0.4 0.4
H 1.015 3.080 2.534 0.1 0.0 -0.1
```
Positions in Å, forces in eV/Å.

## Properties
Charge: 0
DFT total energy in Eh: -2463.85993
Multiplicity: 6

---

Entry 6:
Here is a 3-piece molecular cluster, C4H14N2O2 overall at a distorted geometry from the OMol25 dataset. Energies are from ωB97M-V/def2-TZVPD.

```
22
Properties=species:S:1:pos:R:3:forces:R:3
C 1.009 1.520 -1.480 0.5 -0.4 0.1
C -0.152 1.811 -0.530 -0.2 -0.1 -0.9
C 0.177 1.616 0.964 -0.3 0.9 -0.7
N 0.038 0.263 1.409 0.9 -0.6 0.9
C -1.019 -0.414 1.585 0.9 0.8 -1.0
N -2.281 -0.114 1.151 -0.8 -0.2 0.6
H 1.832 2.247 -1.460 -0.1 -0.1 0.5
H 1.364 0.518 -1.189 0.2 0.5 -0.5
H 0.743 1.467 -2.538 -0.4 0.0 0.2
H -0.585 2.793 -0.752 0.1 0.0 0.3
H -0.912 1.075 -0.823 -0.1 0.2 0.2
H -0.395 2.369 1.527 -0.3 -0.5 0.2
H 1.214 1.912 1.156 0.0 -0.1 -0.2
H -0.843 -1.404 1.993 -0.6 -0.2 0.1
H -3.030 -0.491 1.708 -0.1 -0.2 -0.1
H -2.499 0.806 0.808 0.3 0.2 0.0
O -0.294 -2.732 -2.076 -0.6 -0.1 0.2
H 0.525 -2.800 -2.543 0.7 0.0 -0.7
H 0.021 -2.739 -1.172 -0.1 0.2 0.5
O 2.102 -1.336 -0.245 1.0 1.1 0.4
H 2.964 -0.935 -0.483 -0.5 -0.7 -0.1
H 1.800 -0.651 0.391 -0.6 -0.7 0.0
```
Positions in Å, forces in eV/Å.

## Properties
Charge: 0
DFT total energy in Eh: -420.77127
Relative energy (zero: lowest compared OMol25 entry of this formula, charge and spin) in kcal per mole: 21.2
SMILES: CCC/N=C\N.O.O